Record 1
Here is a 10-piece molecular cluster, C47H118N6O19 overall in a non-equilibrium geometry from the OMol25 dataset. Energies are from ωB97M-V/def2-TZVPD.

Geometry as ORCA input:
```
! wB97M-V def2-TZVPD RIJCOSX def2/J DEFGRID3
* xyz 0 1
C 4.68891 -0.84022 29.87362
C 3.96984 -0.33038 31.19093
C 4.94515 -0.66166 32.31285
C 3.80793 1.20838 31.00737
C 2.69187 1.72283 30.07784
C 1.34058 1.01576 30.55304
C 1.38447 -0.55954 30.70853
C 0.28786 -1.03026 31.69624
C 1.20293 -1.36503 29.34277
N 2.67477 -1.03862 31.37064
O 2.83144 -2.34612 31.65745
H 5.66698 -0.38245 29.72555
H 4.81272 -1.92238 29.83244
H 3.99396 -0.48547 29.11249
H 5.99035 -0.50545 32.04592
H 4.72538 -0.18725 33.26926
H 5.10667 -1.71913 32.52209
H 3.35610 1.50541 31.95380
H 4.71844 1.77382 30.80899
H 2.62873 2.80979 30.02655
H 2.98388 1.51292 29.04887
H 0.66085 1.32021 29.75718
H 1.00714 1.44791 31.49652
H -0.64271 -0.51139 31.46620
H 0.58605 -0.85704 32.73025
H 0.12319 -2.10473 31.61561
H 1.56252 -2.39058 29.42668
H 1.82838 -0.77205 28.67548
H 0.16021 -1.57306 29.10285
H 2.66753 -2.22481 32.59555
C -2.96322 1.72017 31.40520
O -4.03960 1.86355 32.31129
C -4.62163 3.20198 32.20043
C -6.04235 3.12633 32.90277
N -6.72892 1.92702 32.31481
C -7.96319 1.48971 32.79805
C -7.87571 0.87664 34.16035
O -7.60973 -0.49858 34.11774
C -7.52162 -1.22066 35.42959
H -3.04152 2.31951 30.49814
H -2.87808 0.68720 31.06785
H -2.01335 1.77651 31.93688
H -4.89832 3.36809 31.15930
H -3.92204 3.97115 32.52760
H -6.59035 4.05653 32.75273
H -5.82836 3.06884 33.97001
H -6.00296 1.23531 32.43579
H -8.37793 0.76902 32.09328
H -8.71887 2.26762 32.90711
H -8.86058 1.07273 34.58424
H -7.25848 1.44858 34.85318
H -7.01659 -0.58708 36.15871
H -7.02592 -2.17196 35.23618
H -8.55340 -1.35699 35.75354
C 4.26589 9.60239 28.65032
O 3.18760 9.09752 29.48405
C 3.56967 8.83010 30.90318
C 2.30620 8.33685 31.64711
N 2.61602 8.00817 33.00880
C 1.62961 7.34095 33.89507
C 2.28635 7.39177 35.32155
O 3.59943 6.73148 35.44987
C 4.12664 6.71555 36.73930
H 5.16012 8.99370 28.51633
H 4.44257 10.48584 29.26383
H 3.87736 10.07907 27.75037
H 4.09556 9.62903 31.42593
H 4.10963 7.89193 30.77520
H 2.01214 7.36268 31.25645
H 1.61279 9.16701 31.51249
H 2.90830 8.80022 33.56318
H 1.34159 6.30984 33.69023
H 0.67276 7.85343 33.99455
H 1.62327 6.90087 36.03390
H 2.38802 8.41549 35.68177
H 3.59424 6.08567 37.45198
H 4.25443 7.75899 37.02742
H 5.10894 6.24687 36.67999
C -3.93214 1.08640 27.80665
O -2.59282 0.90613 28.25501
C -1.59342 1.88736 27.87765
C -1.36719 2.14130 26.39588
N -0.40306 3.21589 26.20710
C 0.92402 2.70818 26.57570
C 2.03793 3.77456 26.76758
O 1.61272 4.68230 27.79192
C 2.45777 5.72131 28.15217
H -4.55849 0.32673 28.27429
H -3.95599 0.78238 26.76018
H -4.37622 2.07210 27.94552
H -0.71353 1.31712 28.17551
H -1.71865 2.79961 28.46095
H -2.29225 2.40774 25.88464
H -0.99146 1.25056 25.89238
H -0.68105 4.07660 26.65653
H 1.22452 2.09768 25.72417
H 0.88823 2.17186 27.52395
H 2.23453 4.13434 25.75763
H 2.86763 3.26996 27.26263
H 3.35766 5.41095 28.68319
H 1.85932 6.20694 28.92296
H 2.67256 6.35321 27.29039
C -10.35622 1.91270 25.38270
O -8.99505 2.16137 25.76323
C -8.14747 2.56183 24.72818
C -6.87392 3.19000 25.27780
N -5.79731 3.56112 24.31589
C -5.52750 2.56207 23.33017
C -4.08399 2.02647 23.42335
O -3.83464 0.99786 22.59750
C -2.44270 0.94089 22.04817
H -10.42606 1.60763 24.33859
H -10.66784 2.93713 25.17892
H -11.04104 1.37292 26.03673
H -8.63733 3.24323 24.03260
H -7.90285 1.68263 24.13215
H -6.56196 2.53175 26.08866
H -7.13327 3.97259 25.99081
H -6.14503 4.44639 23.97606
H -5.60154 3.13412 22.40530
H -6.17996 1.70931 23.14254
H -3.99155 1.60566 24.42458
H -3.36059 2.82773 23.27237
H -2.23571 -0.11762 21.89068
H -1.70661 1.27495 22.77939
H -2.13922 1.49765 21.16159
C -6.34566 -4.64968 29.15058
O -5.54221 -5.65784 28.60185
C -4.90870 -5.54033 27.28726
C -3.88706 -4.34563 27.43006
N -3.22516 -4.17363 26.14424
C -2.08592 -3.26401 26.06934
C -0.69313 -3.52026 26.73902
O 0.49520 -3.19856 25.93962
C 0.31145 -1.93473 25.29793
H -7.31331 -4.46533 28.68391
H -5.82465 -3.73954 29.44773
H -6.41500 -5.06180 30.15728
H -5.62873 -5.27941 26.51164
H -4.44482 -6.51043 27.10892
H -3.20955 -4.78263 28.16361
H -4.32919 -3.44947 27.86541
H -2.85623 -5.01937 25.73349
H -2.52649 -2.32361 26.40049
H -1.91054 -3.11377 25.00409
H -0.59824 -4.59116 26.91865
H -0.65602 -3.19342 27.77820
H 1.25893 -1.70539 24.81029
H 0.01037 -1.08928 25.91653
H -0.29885 -2.10761 24.41151
O 1.56099 4.59486 20.60510
C 0.39869 4.62733 21.46717
C 0.55371 3.89517 22.84052
O -0.12833 4.61679 23.89135
H 1.28151 4.85584 19.72454
H -0.07388 5.59516 21.63474
H -0.39729 4.05840 20.98671
H 1.57514 4.00167 23.20579
H 0.37837 2.82972 22.69166
H 0.14049 4.24277 24.73364
O -1.06867 6.61107 32.40568
C -0.97114 5.88032 31.23878
C 0.01009 4.65384 31.34949
O -0.01510 3.85162 30.10986
H -0.93127 7.55478 32.29556
H -1.99249 5.68267 30.91341
H -0.68429 6.44219 30.34989
H -0.45142 3.98143 32.07267
H 1.03190 4.91496 31.62483
H 0.05084 4.41821 29.33770
O 3.56714 9.27644 24.61227
C 2.66355 8.34309 25.04164
C 2.75343 6.96240 24.34788
O 2.44578 7.17033 23.00037
H 3.37493 9.35402 23.67491
H 2.87718 8.11181 26.08518
H 1.64545 8.68937 24.86371
H 2.02440 6.23624 24.70747
H 3.74657 6.51455 24.31319
H 1.54376 7.47111 22.86815
O 2.60867 2.14366 20.70054
C 3.57356 1.84250 21.70289
C 3.18474 1.49835 23.15070
O 2.59551 0.25190 23.19701
H 2.32695 3.04603 20.86773
H 4.05219 0.99938 21.20474
H 4.29796 2.65047 21.80549
H 2.71616 2.36021 23.62582
H 4.14599 1.33680 23.63856
H 3.12418 -0.39786 22.72805
*
```

Properties
HOMO energy: -7.576 eV
largest force on an atom: 0.114 Eh/bohr
HOMO-LUMO gap: 8.008 eV
calculated total energy: -3618.95716 Eh
energy relative to the best compared isomer or geometry (same formula, charge and spin): 9.029 eV

=====

Record 2
Here is C3HFO2Sr as an isolated structure in a non-equilibrium geometry from the OMol25 dataset. Energies are from ωB97M-V/def2-TZVPD.

Geometry as ORCA input:
```
! wB97M-V def2-TZVPD RIJCOSX def2/J DEFGRID3
* xyz 0 1
F -0.56899 3.10493 0.91844
O 0.54504 -1.42306 0.26668
O 2.67539 -0.84422 -0.28289
C -0.68697 -1.08690 0.01993
C -1.75792 -0.77707 -0.45311
C 1.62252 -0.43145 0.10337
H -2.74827 -0.44507 -0.70136
Sr 0.91921 1.90285 0.12894
*
```

Properties
HOMO energy: -8.573 eV
largest force on an atom: 0.040 Eh/bohr
HOMO-LUMO gap: 7.461 eV
calculated total energy: -395.90122 Eh
energy relative to the best compared isomer or geometry (same formula, charge and spin): 0.000 eV

=====

Record 3
Here is C40H48N5O9PbSi as an isolated structure from the OMol25 dataset. Energies are from ωB97M-V/def2-TZVPD.

Geometry as ORCA input:
```
! wB97M-V def2-TZVPD RIJCOSX def2/J DEFGRID3
* xyz 1 1
Pb -1.69997 -0.36224 -0.46986
O -3.46743 5.73119 0.71316
C -3.12216 4.44875 0.50891
C -3.34944 3.44918 1.45944
C -2.93431 2.17230 1.15234
N -2.35463 1.88527 -0.00356
C -2.16303 2.81702 -0.92280
C -2.52277 4.13130 -0.70990
C -1.57351 2.31685 -2.22161
O -1.24456 3.10517 -3.07948
O -1.53072 1.02789 -2.32577
C -3.07734 1.00104 2.09021
O -3.72941 1.08189 3.10203
O -2.38774 -0.05170 1.71550
H -3.87725 5.83814 1.58144
H -3.82974 3.63821 2.41079
H -2.34183 4.87630 -1.47098
C 1.39264 -3.68133 1.32673
C 0.63464 -4.77111 1.70170
C -0.72416 -4.76149 1.43816
C -1.28596 -3.66062 0.80895
N -0.55279 -2.59010 0.48458
C 0.75778 -2.60535 0.72436
C -2.73445 -3.64448 0.44219
C -3.51854 -4.78804 0.55087
C -4.84526 -4.73108 0.17435
C -5.36151 -3.53664 -0.28925
C -4.52094 -2.43594 -0.36372
N -3.23450 -2.50228 -0.02166
C -5.02898 -1.13762 -0.88535
C -6.37454 -0.80727 -0.81764
C -6.80289 0.37608 -1.39503
C -5.88020 1.18144 -2.03812
C -4.55014 0.79793 -2.02755
N -4.13181 -0.32523 -1.44426
H 2.45894 -3.64547 1.48972
H 1.08848 -5.62795 2.18142
H -1.32824 -5.60577 1.72848
H 1.31627 -1.73558 0.41735
H -3.10234 -5.71715 0.90362
H -5.46782 -5.61343 0.22979
H -6.38798 -3.46849 -0.61498
H -7.07455 -1.45206 -0.30719
H -7.84585 0.65856 -1.34666
H -6.17312 2.09472 -2.53541
H -3.78594 1.38841 -2.50956
C 1.12785 -1.48137 -2.99812
C 1.79197 -0.20254 -3.49379
C 3.05411 -0.54248 -4.27366
C 0.84209 0.58912 -4.38017
O 2.16894 0.63567 -2.39347
Si 1.95798 0.61276 -0.78931
O 0.45640 0.29507 -0.25722
O 2.95010 -0.51929 -0.08011
C 4.38726 -0.64021 -0.04697
C 4.91461 -0.87397 -1.45203
C 4.68505 -1.85602 0.81679
C 5.04300 0.60159 0.54812
O 2.52590 2.04133 -0.22613
C 2.01252 3.38285 -0.21371
C 1.63261 3.79319 -1.62985
C 3.14466 4.24729 0.31391
C 0.81577 3.47455 0.72326
H 0.93597 -2.15535 -3.83255
H 0.17365 -1.25467 -2.51476
H 1.76885 -1.99477 -2.27526
H 2.78763 -1.04332 -5.20436
H 3.72067 -1.19621 -3.71657
H 3.59043 0.37642 -4.51349
H 0.56254 -0.00631 -5.25028
H 1.32975 1.50408 -4.71905
H -0.06454 0.86957 -3.84655
H 4.45335 -1.76078 -1.88457
H 5.99479 -1.02465 -1.42540
H 4.69961 -0.02014 -2.09488
H 4.25302 -2.75154 0.36654
H 4.27205 -1.72871 1.82108
H 5.76112 -2.00378 0.90628
H 4.84113 1.48273 -0.05701
H 6.12129 0.44857 0.60117
H 4.68007 0.80239 1.55664
H 2.51318 3.79307 -2.27254
H 1.19336 4.79194 -1.63532
H 0.90896 3.10424 -2.06558
H 4.00648 4.18573 -0.35085
H 3.44850 3.91071 1.30685
H 2.83201 5.28981 0.37959
H -0.00443 2.86108 0.35839
H 0.47326 4.50733 0.80080
H 1.09539 3.13137 1.72273
N 0.25991 0.27273 2.43052
C 0.88686 -0.41897 3.35851
C 0.14136 -1.03117 4.41845
C 0.81019 -1.71872 5.39061
C 2.21314 -1.80025 5.35667
C 2.95272 -1.19888 4.32649
C 2.31165 -0.52072 3.32808
H -0.76519 0.28814 2.43784
H 0.66898 0.48490 1.50172
H -0.93786 -0.94087 4.41645
H 0.26227 -2.19666 6.19050
H 2.73310 -2.33203 6.14157
H 4.03209 -1.26901 4.32834
H 2.84148 -0.05404 2.50993
*
```

Properties
HOMO energy (alpha / beta): -10.760 / -11.553 eV
largest force on an atom: 0.016 Eh/bohr
HOMO-LUMO gap (alpha / beta): 5.415 / 6.578 eV
calculated total energy: -2986.40358 Eh
energy relative to the best compared isomer or geometry (same formula, charge and spin): 0.775 eV